1.
C33H37Cl3MgN4O6PSbSe4 as an isolated structure, computed with ωB97M-V/def2-TZVPD.

The geometry in ORCA input format:
```
! RIJCOSX wB97M-V def2-TZVPD def2/J DEFGRID3
* xyz -2 1
Mg -0.47 0.40 -1.25
C -1.73 4.62 -1.85
O -2.76 3.94 -1.06
C -2.25 2.73 -0.84
N -1.02 2.52 -1.06
C -0.48 3.75 -1.68
C 0.67 4.26 -0.84
C 1.89 3.59 -0.95
C 2.95 3.94 -0.13
C 2.82 4.97 0.80
C 1.61 5.64 0.90
C 0.54 5.29 0.09
C -3.12 1.63 -0.37
C -4.40 1.76 0.12
C -5.08 0.59 0.45
C -4.47 -0.65 0.29
C -3.17 -0.66 -0.20
N -2.53 0.45 -0.51
C -2.38 -1.86 -0.50
N -1.23 -1.80 -1.03
C -0.90 -3.18 -1.43
C -1.88 -4.01 -0.59
O -2.94 -3.07 -0.29
C 0.54 -3.61 -1.36
C 1.57 -2.69 -1.51
C 2.89 -3.13 -1.60
C 3.18 -4.49 -1.52
C 2.15 -5.40 -1.35
C 0.84 -4.96 -1.28
H -1.65 5.64 -1.48
H -2.05 4.60 -2.89
H -0.10 3.49 -2.68
H 1.98 2.79 -1.68
H 3.89 3.41 -0.22
H 3.65 5.23 1.44
H 1.50 6.44 1.63
H -0.40 5.80 0.20
H -4.86 2.73 0.21
H -6.10 0.64 0.82
H -4.98 -1.57 0.52
H -1.19 -3.25 -2.48
H -1.43 -4.32 0.36
H -2.32 -4.85 -1.11
H 1.36 -1.64 -1.59
H 3.68 -2.41 -1.74
H 4.21 -4.83 -1.58
H 2.37 -6.46 -1.29
H 0.04 -5.69 -1.19
Se -0.20 3.69 -5.39
Sb -1.05 1.43 -4.95
Se 0.72 0.32 -3.45
Se -3.17 1.53 -3.70
Se -1.28 -0.06 -6.87
Cl -2.11 -3.61 -7.00
C -1.62 -3.56 -5.32
Cl 0.03 -3.02 -5.12
Cl -1.76 -5.24 -4.64
C -2.53 -2.74 -4.51
N -3.24 -2.26 -3.75
C 2.24 -1.99 3.95
C 2.08 -2.14 2.44
C 2.21 -3.61 2.06
C 3.11 -1.31 1.69
O 0.74 -1.80 2.05
P 0.09 -0.35 1.81
O -1.36 -0.43 2.10
O 0.54 0.17 0.45
O 0.89 0.52 2.92
C 0.41 1.79 3.43
C -0.59 1.51 4.54
C 1.66 2.47 3.97
C -0.21 2.64 2.33
H 3.21 -2.38 4.26
H 1.45 -2.54 4.46
H 2.17 -0.94 4.24
H 3.20 -3.99 2.34
H 2.08 -3.74 0.99
H 1.45 -4.20 2.58
H 4.12 -1.66 1.92
H 3.04 -0.25 1.96
H 2.95 -1.39 0.61
H -0.12 0.92 5.33
H -1.44 0.95 4.14
H -0.95 2.45 4.97
H 2.14 1.84 4.71
H 1.39 3.43 4.43
H 2.36 2.67 3.15
H -1.13 2.18 1.96
H 0.47 2.75 1.49
H -0.45 3.63 2.72
*
```

Calculated values
**HOMO level**: -1.210 eV
**LUMO energy**: 3.8 eV
**Relative energy (zero: lowest compared OMol25 entry of this formula, charge and spin)**: 35.6 kJ/mol
**Kohn-Sham gap**: 5.01 eV



2.
C33H37Ge as an isolated structure, computed with ωB97M-V/def2-TZVPD.

The geometry in ORCA input format:
```
! RIJCOSX wB97M-V def2-TZVPD def2/J DEFGRID3
* xyz 1 1
C 2.23 3.60 0.46
C 0.78 3.94 0.69
C 0.30 5.12 0.23
C -0.11 3.02 1.51
Ge -0.50 1.24 0.78
C 0.12 1.12 -1.05
C 1.34 0.50 -1.34
C 1.86 0.55 -2.64
C 1.12 1.15 -3.67
C -0.13 1.71 -3.39
C -0.62 1.71 -2.08
C 0.37 -0.10 1.88
C -0.19 -1.39 1.95
C 0.46 -2.40 2.66
C 1.67 -2.13 3.31
C 2.21 -0.84 3.28
C 1.55 0.18 2.58
C -2.41 0.90 0.80
C -3.00 0.13 -0.22
C -4.37 -0.13 -0.20
C -5.17 0.37 0.83
C -4.59 1.14 1.85
C -3.21 1.40 1.84
H 2.58 2.82 1.14
H 2.41 3.28 -0.57
H 2.86 4.49 0.63
H -0.74 5.40 0.38
H 0.93 5.81 -0.34
H 0.34 2.82 2.49
H -1.10 3.47 1.66
H 1.91 -0.01 -0.55
H 2.84 0.11 -2.84
H 1.52 1.17 -4.69
H -0.72 2.16 -4.19
H -1.59 2.18 -1.87
H -1.14 -1.60 1.45
H 0.02 -3.40 2.69
H 2.18 -2.93 3.86
H 3.14 -0.62 3.80
H 1.97 1.19 2.59
H -2.39 -0.26 -1.04
H -4.81 -0.74 -1.00
H -6.25 0.18 0.84
H -5.21 1.55 2.65
H -2.77 1.99 2.65
C 1.49 6.39 3.04
C 2.89 6.81 2.98
C 3.74 7.09 4.06
C 5.03 7.67 3.78
C 5.45 7.95 2.37
C 5.89 8.00 4.82
C 5.55 7.78 6.15
C 6.49 8.17 7.24
C 4.31 7.19 6.44
C 3.40 6.84 5.45
C 2.12 6.21 5.87
H 1.09 6.42 2.02
H 1.39 5.36 3.39
H 0.85 7.04 3.66
H 3.28 6.96 1.98
H 6.41 8.47 2.39
H 5.57 7.03 1.78
H 4.73 8.59 1.85
H 6.85 8.45 4.57
H 6.08 7.90 8.22
H 7.46 7.66 7.12
H 6.70 9.25 7.24
H 4.05 6.99 7.48
H 2.13 6.07 6.96
H 1.24 6.81 5.64
H 1.98 5.21 5.44
*
```

Calculated values
**HOMO level**: -10.665 eV
**LUMO energy**: -5.5 eV
**Relative energy (zero: lowest compared OMol25 entry of this formula, charge and spin)**: 0.0 kJ/mol
**Kohn-Sham gap**: 5.12 eV



3.
C33H37IrN4O4 as an isolated structure, computed with ωB97M-V/def2-TZVPD.

The geometry in ORCA input format:
```
! RIJCOSX wB97M-V def2-TZVPD def2/J DEFGRID3
* xyz 1 6
Ir 0.48 0.18 0.86
C 3.76 -3.53 3.80
C 2.34 -3.77 3.60
C 1.57 -3.45 2.57
C 2.79 -0.63 3.12
C 4.01 -1.07 3.23
C 4.46 -2.40 3.63
N 1.68 -0.13 2.96
C 0.94 0.59 3.95
C 1.14 0.40 5.31
C 0.41 1.16 6.21
C -0.50 2.09 5.74
C -0.71 2.28 4.38
C 0.02 1.52 3.47
N -0.13 1.65 2.07
N -0.68 2.80 1.66
C -0.98 2.90 0.40
C -1.46 4.10 -0.17
C -1.79 4.16 -1.54
C -1.79 3.06 -2.33
C -1.40 1.71 -1.83
N -0.79 1.76 -0.44
H 4.31 -4.38 4.20
H 1.83 -4.34 4.38
H 0.52 -3.65 2.51
H 4.77 -0.34 2.99
H 5.52 -2.45 3.85
H 1.87 -0.33 5.64
H 0.55 1.02 7.27
H -1.07 2.69 6.44
H -1.42 3.00 4.02
H -1.55 4.96 0.47
H -2.09 5.11 -1.96
H -2.09 3.11 -3.37
H -1.94 -0.33 -1.69
C -0.92 -3.34 0.68
C 0.19 -2.74 -0.17
C 0.66 -3.72 -1.25
O -0.40 -1.56 -0.76
C 1.46 -2.19 0.51
O 2.14 -2.77 1.49
O 1.99 -1.20 -0.02
H -1.78 -3.46 0.03
H -1.21 -2.68 1.50
H -0.66 -4.32 1.07
H -0.20 -4.02 -1.84
H 1.09 -4.61 -0.79
H 1.41 -3.26 -1.89
H 0.08 -1.32 -1.56
C -4.61 1.90 -1.60
C -3.77 0.66 -1.32
C -3.60 0.45 0.18
C -2.42 0.58 -2.06
C -2.61 0.42 -3.55
C -1.65 0.29 -4.51
C -0.24 0.34 -4.42
C 0.56 0.73 -3.31
C 2.08 0.60 -3.34
C 2.53 -0.75 -3.90
C 2.69 1.76 -4.13
C -0.02 1.33 -2.26
O 0.58 1.75 -1.07
H -5.62 1.75 -1.22
H -4.68 2.13 -2.67
H -4.20 2.78 -1.10
H -4.32 -0.20 -1.71
H -3.06 1.28 0.65
H -3.06 -0.47 0.40
H -4.57 0.39 0.67
H -3.64 0.34 -3.88
H -2.02 0.09 -5.51
H 0.30 0.06 -5.32
H 2.43 0.66 -2.30
H 2.33 -0.83 -4.97
H 2.04 -1.59 -3.40
H 3.61 -0.86 -3.77
H 2.34 1.74 -5.16
H 3.77 1.68 -4.14
H 2.41 2.72 -3.69
*
```

Calculated values
**HOMO level (alpha / beta)**: -9.286 / -10.625 eV
**LUMO energy (alpha / beta)**: -2.6 / -4.2 eV
**Expectation value of S²**: 8.858
**Kohn-Sham gap (alpha / beta)**: 6.67 / 6.45 eV